# 1
79
Properties=species:S:1:pos:R:3:mulliken_charge:R:1 method="wB97M-V/def2-TZVPD" gap_ha=0.271 fmax_ev_per_a=0.17 spin_multiplicity=1 charge=-1 relative_energy_ev=0.000 molar_mass_g_mol=891.76
Bi 1.0349 -0.1381 -0.5863 1.9953
O 1.6073 -1.1393 1.5758 -0.1264
C 2.0726 -0.6386 2.6689 0.1886
C 1.7184 -1.1966 3.9271 -0.6157
C 2.1830 -0.6761 5.1110 -0.4690
C 3.0481 0.4244 5.1258 -0.7845
C 3.4321 0.9672 3.9209 -0.7156
C 2.9660 0.4713 2.6942 1.0636
C 3.4852 1.0970 1.5006 -1.0987
N 3.0943 0.9176 0.2912 0.6279
N 3.8332 1.6224 -0.6520 -0.8731
C 3.3970 1.4089 -1.8570 0.5077
O 2.3877 0.6721 -2.1904 -0.8680
C 4.1293 2.0733 -2.9752 0.2956
C 5.3292 2.7456 -2.7556 -0.2857
C 5.9899 3.3525 -3.8109 -0.6214
C 5.4584 3.2959 -5.0940 -0.3562
C 4.2621 2.6294 -5.3150 -0.6546
C 3.5994 2.0183 -4.2596 -0.4760
H 1.0473 -2.0475 3.9214 0.2820
H 1.8727 -1.1271 6.0473 0.3789
H 3.4104 0.8332 6.0593 0.3860
H 4.1140 1.8114 3.9027 0.3310
H 4.3124 1.7959 1.6381 0.2670
H 5.7260 2.7827 -1.7506 0.4274
H 6.9231 3.8730 -3.6341 0.3724
H 5.9756 3.7725 -5.9178 0.3650
H 3.8404 2.5872 -6.3115 0.3895
H 2.6626 1.4992 -4.4107 0.4831
S -0.9711 0.4635 -2.3822 -0.5539
C -1.9066 1.5860 -1.4351 0.1498
C -3.2588 1.7549 -1.7582 -0.6071
C -4.1102 2.5302 -0.9889 0.5883
C -5.5178 2.4864 -1.2591 -0.0475
N -6.6389 2.4063 -1.5057 -0.7229
C -3.6066 3.2254 0.1169 0.6398
C -2.2642 3.0894 0.4361 -1.2048
C -1.4112 2.2669 -0.2991 0.7770
S 0.2418 2.1359 0.2884 -0.4882
C -4.4621 4.0211 0.9473 -0.1499
N -5.1332 4.6681 1.6209 -0.6230
H -3.6603 1.2054 -2.5990 0.4755
H -1.8764 3.6040 1.3054 0.5217
O -1.2758 0.5374 3.5450 -0.0678
C -0.4808 1.3152 3.7245 0.0408
O -7.6515 -0.3339 -0.0043 -0.5448
C -7.3850 -0.6174 1.3418 -0.4544
N -6.1083 -1.2685 1.5626 -0.1797
C -4.9673 -0.5231 1.4635 0.2539
O -4.9997 0.6847 1.3231 -0.5462
C -3.6713 -1.2621 1.5613 0.5427
C -3.4497 -2.3341 2.4118 -0.4158
C -2.1770 -2.8797 2.4688 -1.2684
C -1.1793 -2.3379 1.6725 -0.5226
N -1.3910 -1.3265 0.8287 0.7555
C -2.6112 -0.8050 0.7857 -0.5864
H -7.2381 0.5089 -0.2450 0.2932
H -8.1630 -1.2980 1.6849 0.3540
H -7.3957 0.2873 1.9491 0.3290
H -6.0390 -2.2529 1.3635 0.2845
H -4.2448 -2.7104 3.0448 0.5287
H -1.9490 -3.6991 3.1371 0.4646
H -0.1577 -2.6962 1.7174 0.5011
H -2.7733 0.0193 0.1071 -0.0466
C -0.5155 -3.6677 -1.7508 -0.9790
C 0.9756 -3.6875 -1.4966 -0.0869
O 1.5563 -2.6194 -2.2248 -0.4072
C 2.9671 -2.6996 -2.3807 -0.3015
C 3.7455 -2.7130 -1.0752 -1.0088
H -1.0130 -4.4322 -1.1507 0.3641
H -0.7261 -3.8521 -2.8044 0.3888
H -0.9351 -2.6957 -1.4867 0.0088
H 1.4192 -4.6382 -1.8237 0.5253
H 1.1864 -3.5738 -0.4252 0.0494
H 3.2322 -1.8203 -2.9675 0.1841
H 3.2069 -3.5947 -2.9714 0.4263
H 3.4963 -1.8584 -0.4432 0.1901
H 4.8133 -2.6663 -1.2964 0.4329
H 3.5624 -3.6202 -0.4978 0.3273

***

# 2
14
Properties=species:S:1:pos:R:3:mulliken_charge:R:1 method="wB97M-V/def2-TZVPD" gap_ha=0.322 fmax_ev_per_a=0.64 spin_multiplicity=1 relative_energy_ev=6.318 molar_mass_g_mol=84.12
C 1.4834 -0.3746 0.4483 -1.1429
C 0.6533 0.5793 -0.3632 0.1297
C -0.7171 0.2293 -0.9691 -0.2951
C -1.6328 -0.4246 0.0129 -0.3284
O -1.2588 0.3822 1.0660 -0.3351
C -0.5564 1.2408 0.1503 -0.1744
H 0.8595 -1.1670 0.9109 0.2353
H 2.0136 0.1447 1.2733 0.2921
H 2.2405 -0.8778 -0.1824 0.3035
H 1.2071 1.2163 -1.0521 0.4207
H -0.9384 0.3718 -2.0211 0.3481
H -0.8249 -1.9816 0.3114 -0.0115
H -1.7229 -1.6339 0.2278 0.1936
H -0.8058 2.2952 0.1868 0.3645

***

# 3
12
Properties=species:S:1:pos:R:3:mulliken_charge:R:1 method="wB97M-V/def2-TZVPD" gap_ha=0.201 fmax_ev_per_a=2.25 spin_multiplicity=1 charge=+2 relative_energy_ev=0.000 molar_mass_g_mol=197.81
Sn -1.2259 -3.7693 -0.4615 1.6276
N -0.5679 -1.0851 -0.1436 -0.2895
C -0.3360 -0.5807 1.0911 0.0141
C 0.3457 0.6005 1.2768 -0.6072
C 0.6540 1.3883 0.1711 0.0037
C 0.2248 0.9840 -1.0845 -0.6743
C -0.2912 -0.2892 -1.1912 0.1070
H -0.5494 -1.2550 1.9104 0.3122
H 0.7450 0.8429 2.2517 0.3665
H 1.1955 2.3124 0.3253 0.4302
H 0.3610 1.5574 -1.9898 0.3837
H -0.5557 -0.7062 -2.1557 0.3260

***

# 4
150
Properties=species:S:1:pos:R:3:mulliken_charge:R:1 method="wB97M-V/def2-TZVPD" gap_ha=0.164 fmax_ev_per_a=9.94 spin_multiplicity=1 molar_mass_g_mol=1059.93
In 3.5887 -0.9082 -2.2940 1.3120
O 5.2809 -2.1647 0.0323 -0.4437
C 4.9133 -1.7238 1.3449 0.8582
C 5.5758 -2.4789 2.5731 -0.2773
O 6.9930 -2.7376 2.5452 -0.4327
H 3.8237 -1.6983 1.3313 -0.2045
H 5.1946 -0.6710 1.3722 0.0522
H 5.0388 -3.3942 2.8222 0.3048
H 5.3769 -1.8624 3.4497 0.2305
N 1.4750 -0.1516 -0.4813 0.5053
S -0.0252 -0.2952 -0.3534 -0.6347
O -0.8501 0.7775 -0.8331 -0.0297
O -0.5132 -1.0982 0.8054 -0.3709
F -0.1934 -1.3316 -1.5842 -0.1514
S 1.5155 0.8644 0.8684 -0.6404
O 1.4537 0.2546 2.2035 0.3015
O 1.0603 2.2294 0.6329 -0.2468
F 3.0995 1.0937 0.7109 -0.1211
C -4.6600 -1.3467 0.2411 -0.2526
O -5.5026 -2.0297 -0.6426 -0.6286
H -5.0478 -0.4192 0.6624 0.3030
H -4.5016 -1.9446 1.1387 0.1393
H -3.7298 -1.0910 -0.2661 -0.0080
H -5.1238 -2.8946 -0.8159 0.4688
C -1.3150 3.1014 2.2925 -0.4020
O -2.2610 2.7421 3.3627 -0.5381
H -1.7306 3.8603 1.6296 0.4574
H -0.3513 3.5038 2.6045 0.1368
H -1.0639 2.2044 1.7264 0.1306
H -3.1547 2.6517 3.0239 0.2842
C -2.4671 -1.6994 -3.5596 0.3368
O -2.8304 -1.6833 -4.9101 -0.6622
H -1.7333 -2.4626 -3.3005 -0.1531
H -1.7846 -0.8673 -3.3867 -0.2412
H -3.3091 -1.6748 -2.8678 0.3312
H -3.2039 -0.8204 -5.1036 0.3176
C -3.8548 -4.9544 -2.2731 -0.6566
O -3.7352 -4.0608 -1.2397 -0.3486
H -2.8948 -5.0058 -2.7868 0.1298
H -4.1343 -5.9581 -1.9527 0.3580
H -4.6452 -4.6418 -2.9555 0.2657
H -3.1479 -4.4621 -0.5949 0.2917
C 3.2250 2.8833 -2.2839 -0.8642
O 3.9624 2.0255 -3.1331 -0.4627
H 2.4935 3.4509 -2.8591 0.4846
H 2.7717 2.4460 -1.3943 0.0772
H 3.9041 3.6912 -2.0115 0.4696
H 4.3494 2.6096 -3.7894 0.2643
C -0.6689 4.9350 -1.4117 -0.4192
O -0.6524 5.0987 -2.7881 -0.5173
H -0.1559 4.0286 -1.0903 0.0244
H 0.0008 5.6666 -0.9597 0.3768
H -1.6582 5.0201 -0.9621 0.3007
H -1.3517 4.5724 -3.1825 0.2726
C -4.3897 -1.6280 3.9707 -0.4976
O -3.2181 -2.3915 4.0991 -0.5406
H -4.0470 -0.8412 3.2987 0.0414
H -5.1859 -2.2377 3.5435 0.2951
H -4.6187 -1.2967 4.9835 0.3273
H -2.5797 -1.7727 4.4611 0.4039
C 2.3132 -0.4876 5.1709 0.1572
O 1.6245 -1.6025 5.6859 -0.6052
H 1.5994 0.3130 4.9770 -0.1486
H 3.0010 -0.0924 5.9185 0.3740
H 2.9152 -0.7524 4.3017 -0.0926
H 2.2525 -2.3202 5.7956 0.2751
C -3.9045 2.6665 -0.0787 0.6496
O -4.7928 3.4487 -0.8423 -0.5824
H -3.7524 1.7325 -0.6197 -0.1529
H -2.9055 3.1015 -0.0476 -0.3347
H -4.1106 2.4528 0.9701 0.1278
H -4.8089 4.3361 -0.4765 0.2671
C 2.9050 5.1385 0.7524 -0.0326
O 3.3239 5.7090 1.9580 -0.5626
H 3.0239 5.8781 -0.0394 0.3866
H 3.3545 4.1816 0.4869 -0.0278
H 1.8466 4.9107 0.8792 -0.1239
H 4.2740 5.8060 1.8600 0.3017
C -6.1802 0.8699 -2.7403 -0.2414
O -5.5628 2.0192 -3.1863 -0.5275
H -5.6672 0.4985 -1.8533 -0.1024
H -7.2122 1.0337 -2.4298 0.2966
H -6.1802 0.1164 -3.5279 0.2460
H -5.3527 2.5846 -2.4394 0.3389
C -1.6307 3.9747 -5.6192 -0.8007
O -2.1403 3.2396 -4.4958 -0.3649
H -0.6415 4.2997 -5.2967 0.2987
H -1.4702 3.3246 -6.4793 0.3421
H -2.3709 4.7490 -5.8210 0.2678
H -2.4053 2.3701 -4.8045 0.1922
C 4.7284 2.8563 3.5042 -0.3469
O 4.9974 2.6322 4.8821 -0.6144
H 4.7690 3.9296 3.3187 0.3351
H 5.4561 2.3312 2.8855 0.1999
H 3.6901 2.6934 3.2153 0.0840
H 4.2045 2.6945 5.4197 0.4243
C -1.4935 0.2179 5.0092 -0.5294
O -1.3708 -1.0495 5.5841 -0.6702
H -1.1881 0.9551 5.7518 0.2954
H -0.9133 0.3477 4.0956 0.1546
H -2.5110 0.4708 4.7111 0.3670
H -0.4721 -1.3640 5.4610 0.3359
C 1.2798 -3.6322 3.0210 -0.4975
O 1.4230 -2.9316 1.8454 0.1459
H 1.5900 -4.6762 2.9770 0.3988
H 1.7839 -3.1471 3.8569 -0.1467
H 0.2184 -3.6617 3.2671 0.1181
H 1.0175 -2.0818 2.0328 -0.3371
C -1.8572 -4.6167 1.5589 -0.3720
O -2.2539 -5.6033 0.6425 -0.6210
H -1.1458 -5.0031 2.2888 0.3694
H -1.4433 -3.8104 0.9535 0.0244
H -2.7145 -4.2163 2.1000 0.2692
H -1.4734 -6.0518 0.3090 0.2892
C 2.5328 -4.3859 -0.8532 -0.9507
O 2.0431 -3.1061 -0.7935 0.3584
H 1.8155 -5.1097 -0.4661 0.2383
H 2.8092 -4.7835 -1.8297 0.2565
H 3.4108 -4.4672 -0.2124 0.2953
H 1.8445 -2.9333 0.1297 0.1421
C 6.1399 2.3303 -0.5071 -0.3979
O 5.7250 1.0677 -1.0822 -0.2696
H 5.2647 2.9576 -0.3380 -0.1388
H 6.6516 2.1695 0.4417 0.3403
H 6.7272 2.8140 -1.2877 0.3604
H 6.5483 0.6024 -1.2476 0.1956
C -2.4388 -4.5732 -6.9217 -0.7050
O -2.5863 -4.4280 -5.5571 -0.3626
H -3.1866 -3.9460 -7.4071 0.2779
H -1.4876 -4.1306 -7.2173 0.2545
H -2.5705 -5.6106 -7.2293 0.2127
H -2.6247 -3.4863 -5.3744 0.3229
C 0.8900 3.3845 6.0981 -0.5565
O 2.3098 3.3419 5.9663 -0.5273
H 0.3939 3.2317 5.1396 0.0431
H 0.5013 2.8031 6.9341 0.2478
H 0.7292 4.4144 6.4169 0.4505
H 2.6084 4.1863 5.6208 0.2939
C 0.4123 1.6183 -3.7785 -0.0807
O 1.1575 0.4119 -4.0371 -0.2532
H 0.6074 2.3963 -4.5166 0.5001
H -0.6119 1.2706 -3.9132 -0.0862
H 0.3644 1.9908 -2.7552 -0.2177
H 1.2730 0.3206 -4.9857 0.1363
C 0.8535 -3.9594 -3.9501 -0.5354
O 1.6699 -2.7874 -4.0006 -0.3243
H 0.0983 -3.7963 -4.7190 0.2643
H 1.4351 -4.8585 -4.1538 0.3463
H 0.3375 -4.1159 -3.0029 0.0595
H 1.8802 -2.6278 -4.9236 0.2040